C39H29BrFeN7S3 | ωB97M-V/def2-TZVPD

```
80
C39H29BrFeN7S3, DFT ωB97M-V/def2-TZVPD
Fe -0.545 -0.220 -0.248
S -0.477 -0.217 1.973
C 1.228 -0.210 2.069
N 1.734 -0.170 3.363
N 2.953 0.321 3.477
C 3.499 1.458 2.830
C 4.878 1.611 2.856
C 5.453 2.702 2.223
C 4.653 3.629 1.568
C 3.273 3.474 1.569
C 2.686 2.395 2.210
N 2.058 -0.307 1.062
N 1.473 -0.317 -0.158
C 2.452 -0.303 -1.174
C 3.810 -0.053 -0.899
C 4.724 -0.049 -1.935
C 4.319 -0.291 -3.245
C 2.981 -0.537 -3.514
C 2.047 -0.542 -2.491
H 3.463 -0.029 4.276
H 5.497 0.874 3.353
H 6.527 2.824 2.237
H 5.102 4.477 1.068
H 2.644 4.204 1.076
H 1.610 2.292 2.242
H 4.128 0.149 0.109
H 5.765 0.149 -1.718
H 5.045 -0.286 -4.047
H 2.652 -0.730 -4.527
H 1.010 -0.743 -2.709
C -0.085 5.283 0.746
C -0.134 4.068 -0.144
C 0.003 4.164 -1.537
C -0.049 3.044 -2.344
C -0.214 1.833 -1.694
Br -1.330 -0.353 -2.728
N -0.349 1.721 -0.399
C -0.317 2.814 0.393
H 0.009 6.193 0.156
H 0.767 5.243 1.426
H -0.986 5.368 1.353
H 0.147 5.143 -1.982
H 0.043 3.100 -3.419
H -0.444 2.634 1.454
S -7.294 1.647 0.610
C -7.513 3.333 0.503
C -6.356 3.975 0.181
C -5.271 3.070 0.027
C -5.630 1.769 0.240
C -4.766 0.576 0.174
C -3.370 0.750 0.064
N -2.531 -0.260 0.002
C -3.023 -1.520 0.029
C -4.371 -1.804 0.150
C -4.779 -3.190 0.181
C -3.870 -4.183 0.073
C -2.464 -3.892 -0.080
C -1.456 -4.860 -0.217
C -0.140 -4.483 -0.369
C 0.152 -3.102 -0.377
N -0.782 -2.184 -0.251
C -2.070 -2.566 -0.100
C 0.951 -5.461 -0.528
C 0.844 -6.818 -0.639
C 2.104 -7.459 -0.790
C 3.134 -6.569 -0.790
S 2.590 -4.969 -0.596
C -5.249 -0.711 0.226
H -8.485 3.763 0.680
H -6.278 5.044 0.056
H -4.272 3.383 -0.244
H -2.935 1.739 0.041
H -5.831 -3.417 0.287
H -4.186 -5.218 0.093
H -1.730 -5.908 -0.201
H 1.162 -2.739 -0.512
H -0.095 -7.351 -0.627
H 2.233 -8.525 -0.900
H 4.188 -6.770 -0.892
H -6.313 -0.901 0.316
```

Computed properties:
Total charge ... +1
Energy ... -188272.81049 eV
2S+1 ... 5
E_LUMO (spin up / spin down) ... -0.121 / -0.160 hartree
HOMO-LUMO gap (spin up / spin down) ... 0.2358 / 0.2281 hartree

C8H8FNS2 | ωB97M-V/def2-TZVPD

```
20
C8H8FNS2, DFT ωB97M-V/def2-TZVPD
C -2.348 -1.227 -1.106
C -1.018 -1.080 -0.692
C -3.275 -0.379 -0.376
C -0.611 -0.038 0.158
C -1.629 0.863 0.495
C 0.705 0.099 0.674
C 1.715 0.119 -0.155
C 3.114 0.423 0.244
N -2.962 0.739 0.332
F 3.452 0.288 1.536
S -1.081 2.353 1.306
S 4.247 -0.584 -0.773
H -2.699 -1.881 -1.811
H -0.243 -1.804 -0.931
H -4.395 -0.398 -0.544
H -2.321 2.589 1.553
H 0.804 0.248 1.768
H 1.620 -0.126 -1.218
H 3.343 1.529 0.025
H 3.582 -1.736 -0.484
```

Computed properties:
Energy ... -34302.19671 eV
Energy relative to the best compared isomer or geometry (same formula, charge and spin) ... 0.0 kJ/mol
E_LUMO ... 0.015 hartree
HOMO-LUMO gap ... 0.3304 hartree
SMILES ... F[C@@H](S)/C=C/c1cccnc1S